Record 1
21
Properties=species:S:1:pos:R:3 method="wB97M-V/def2-TZVPD" smiles="C#CC.C=CN.CO" orbital_gap_ev=8.72 e_above_lowest_kj_mol=502.92 spin_multiplicity=1 total_energy_ev=-9965.9620
C -1.48 -2.14 0.65
C -1.26 1.07 -1.08
C -1.35 1.10 0.37
C -1.51 1.30 1.59
O -0.73 -0.97 0.88
H -2.55 -1.98 0.81
H -1.32 -2.47 -0.38
H -1.14 -2.96 1.31
H -1.77 0.19 -1.47
H -1.75 1.96 -1.47
H -0.22 1.06 -1.40
H -1.67 2.06 2.31
H -1.12 -0.24 1.69
N 2.03 -0.96 -0.27
C 2.57 0.21 -0.77
C 2.30 1.45 -0.35
H 1.18 -0.89 0.28
H 2.05 -1.76 -0.88
H 3.37 0.05 -1.48
H 2.85 2.29 -0.72
H 1.51 1.64 0.37

***

Record 2
13
Properties=species:S:1:pos:R:3 method="wB97M-V/def2-TZVPD" smiles="C/C=C/S.O=C=O" orbital_gap_ev=9.18 e_above_lowest_kj_mol=32.53 spin_multiplicity=1 total_energy_ev=-19174.9696
C -2.12 1.23 0.01
C -0.08 -0.90 0.66
C 0.68 -0.29 -0.29
C 1.73 0.72 -0.07
O -2.42 1.34 1.12
O -1.76 1.10 -1.07
S -1.38 -2.13 0.34
H 0.10 -0.61 1.74
H 0.35 -0.35 -1.30
H 2.61 0.08 -0.25
H 1.59 1.16 0.89
H 1.67 1.41 -0.90
H -0.98 -2.76 -0.87

***

Record 3
13
Properties=species:S:1:pos:R:3 method="wB97M-V/def2-TZVPD" smiles="[S-][N+]1=CC1.C=C" orbital_gap_ev=8.41 e_above_lowest_kj_mol=512.16 spin_multiplicity=1 total_energy_ev=-16581.6232
C -1.20 -0.72 0.53
C 1.50 1.57 -0.29
C -2.47 -1.04 0.53
C 1.17 0.29 -1.11
N 1.94 0.17 -0.12
S 2.70 -0.88 0.81
H -0.42 -1.09 1.27
H -0.87 -0.20 -0.45
H 2.10 2.47 -0.69
H 0.67 1.85 0.43
H -3.17 -0.48 -0.19
H -2.86 -1.64 1.28
H 0.91 -0.31 -2.01

***

Record 4
19
Properties=species:S:1:pos:R:3 method="wB97M-V/def2-TZVPD" orbital_gap_ev="4.00 / 6.62" e_above_lowest_kj_mol=107.03 s_squared=0.763 charge=-1 spin_multiplicity=2 total_energy_ev=-8461.7280
C -0.50 -0.55 -1.74
C 0.19 0.46 -0.86
C 0.28 1.82 -1.08
C 0.74 0.55 1.59
C 0.66 -0.10 0.37
C 1.27 -1.52 0.34
H -0.87 -0.12 -2.66
H -1.25 -1.09 -1.15
H 0.21 -1.31 -2.04
H 0.22 2.55 -0.28
H 0.14 2.36 -2.01
H 0.94 0.01 2.50
H 0.75 1.63 1.69
H 0.45 -2.25 0.25
H 1.82 -1.67 1.24
H 1.85 -1.59 -0.57
H -1.53 0.39 1.35
H -2.88 -0.05 1.88
O -2.49 0.48 1.18

***

Record 5
9
Properties=species:S:1:pos:R:3 method="wB97M-V/def2-TZVPD" orbital_gap_ev="4.70 / 5.37" s_squared=0.750 spin_multiplicity=2 total_energy_ev=-10626.2366
F -1.24 1.90 -0.04
C -0.79 0.31 0.35
C 0.29 -0.30 -0.34
O 1.55 0.04 0.09
H -0.68 0.47 1.43
H 0.15 -0.22 -1.44
Sr 3.89 0.20 -0.04
Li -1.13 -2.06 -0.06
F -2.05 -0.32 0.07

***

Record 6
28
Properties=species:S:1:pos:R:3 method="wB97M-V/def2-TZVPD" orbital_gap_ev=7.86 e_above_lowest_kj_mol=0.00 charge=-1 spin_multiplicity=1 total_energy_ev=-42050.3306
N -2.00 -0.06 3.79
In -0.85 0.10 1.97
Cl -2.27 0.19 -0.06
C 0.45 1.96 2.24
C 1.99 1.57 1.87
F 2.61 2.66 1.13
C 0.52 -1.73 1.81
C 0.95 -2.06 3.32
O 0.07 -2.66 4.00
I 2.86 -1.50 4.20
H -2.82 -0.67 3.63
H -2.42 0.88 3.93
H 0.12 2.83 1.58
H 0.45 2.23 3.37
H 2.56 1.41 2.85
H 1.98 0.61 1.23
H -0.06 -2.60 1.34
H 1.43 -1.55 1.14
N -1.59 -0.58 -4.09
C -1.00 -0.60 -5.33
C 0.23 0.00 -5.22
C 0.39 0.39 -3.86
C -0.74 0.01 -3.19
H -2.50 -0.96 -3.87
H -1.51 -1.03 -6.17
H 0.93 0.15 -6.03
H 1.25 0.88 -3.43
H -1.02 0.11 -2.15

***

Record 7
68
Properties=species:S:1:pos:R:3 method="wB97M-V/def2-TZVPD" orbital_gap_ev=6.77 e_above_lowest_kj_mol=104.19 spin_multiplicity=1 total_energy_ev=-95934.5994
La 7.75 -1.11 18.14
O 2.58 1.27 18.93
C 2.94 0.78 20.09
C 2.08 1.10 21.22
C 2.46 0.64 22.46
C 3.71 0.04 22.69
C 4.54 -0.24 21.61
C 4.13 0.04 20.29
C 5.09 -0.09 19.25
O 6.30 -0.45 19.65
N 4.81 0.18 17.99
N 5.72 -0.22 17.07
C 5.35 -0.14 15.79
S 6.45 -0.62 14.57
C 5.30 -0.63 13.12
C 3.86 -0.35 13.49
S 3.67 0.11 15.21
H 3.21 0.80 18.31
H 1.23 1.70 20.91
H 1.72 0.67 23.30
H 4.03 -0.16 23.70
H 5.61 -0.43 21.76
H 5.39 -1.65 12.76
H 5.77 0.10 12.38
H 3.33 -1.26 13.23
H 3.49 0.53 12.90
N 7.89 -3.41 22.43
C 7.90 -3.63 21.09
N 8.35 -2.54 20.49
C 8.67 -1.69 21.53
N 8.42 -2.16 22.74
C 9.10 -0.34 21.33
C 9.50 0.46 22.49
N 10.00 1.67 22.29
C 10.08 2.12 21.04
C 9.77 1.36 19.89
N 9.23 0.19 20.07
H 7.61 -4.01 23.21
H 7.62 -4.52 20.57
H 9.49 0.03 23.49
H 10.50 3.14 20.90
H 10.05 1.72 18.92
C 6.18 -6.82 18.42
Si 6.22 -6.77 16.51
C 7.04 -8.30 15.77
C 4.58 -6.16 15.81
C 7.43 -5.40 16.14
C 8.50 -5.59 15.27
C 9.64 -4.74 15.22
C 9.56 -3.59 16.00
N 8.55 -3.42 16.94
C 7.52 -4.29 17.02
S 6.20 -3.81 18.10
H 6.04 -7.88 18.78
H 5.22 -6.41 18.69
H 6.98 -6.27 18.93
H 6.55 -9.17 16.17
H 8.10 -8.26 16.01
H 6.95 -8.30 14.70
H 4.80 -5.53 14.94
H 4.02 -5.52 16.48
H 4.01 -7.02 15.42
H 8.51 -6.39 14.54
H 10.45 -4.82 14.49
H 10.40 -2.86 16.04
S 9.34 2.06 14.96
C 9.48 0.87 16.07
N 9.46 0.01 16.88

***

Record 8
12
Properties=species:S:1:pos:R:3 method="wB97M-V/def2-TZVPD" smiles="C=NC.SS" orbital_gap_ev=9.10 e_above_lowest_kj_mol=206.89 spin_multiplicity=1 total_energy_ev=-25345.9036
S -1.97 0.35 1.08
S -0.35 -1.23 1.04
H -2.06 0.45 2.39
H 0.59 -0.20 0.92
C 2.53 1.00 -1.07
C 0.64 0.48 -2.16
N 1.55 -0.03 -1.42
H 2.57 1.77 -1.80
H 2.22 1.34 -0.06
H 3.52 0.53 -1.09
H -0.35 0.17 -2.06
H 0.71 1.29 -2.94

***

Record 9
11
Properties=species:S:1:pos:R:3 method="wB97M-V/def2-TZVPD" orbital_gap_ev="6.70 / 6.70" e_above_lowest_kj_mol=680.82 charge=-1 spin_multiplicity=1 total_energy_ev=-9792.7372
C -0.27 -1.16 0.30
C -1.60 -0.80 -0.04
C -0.44 1.02 0.24
C 0.47 0.06 0.55
N 2.55 0.69 0.42
O 3.23 -0.13 -0.30
O -1.80 0.54 -0.09
H 0.01 -2.27 0.61
H -2.51 -1.33 -0.05
H -0.43 2.13 0.33
H 2.18 1.53 0.00

***

Record 10
8
Properties=species:S:1:pos:R:3 method="wB97M-V/def2-TZVPD" orbital_gap_ev="5.99 / 5.99" e_above_lowest_kj_mol=0.00 charge=-1 spin_multiplicity=1 total_energy_ev=-91817.1957
N 0.39 -1.32 0.35
N -0.06 0.75 -0.70
N 0.87 1.25 -1.07
O 0.40 -1.43 1.50
F -2.50 1.30 0.28
Cl -0.75 -2.62 -0.55
Br 3.34 0.68 0.33
H -1.68 1.39 -0.14

***

Record 11
42
Properties=species:S:1:pos:R:3 method="wB97M-V/def2-TZVPD" orbital_gap_ev=10.17 e_above_lowest_kj_mol=390.75 spin_multiplicity=1 total_energy_ev=-29117.6018
H -0.41 -0.34 -0.50
H 0.97 -0.28 0.15
H 1.91 -1.51 4.15
H 3.22 -0.78 4.40
H -1.26 2.59 0.40
H -1.30 3.64 1.50
H -3.99 -2.43 2.22
H -2.48 -2.25 2.13
H 3.10 -0.86 -2.72
H 3.92 -1.98 -2.11
H 1.88 -2.50 2.40
H 1.00 -1.49 1.67
H -4.63 0.12 -1.16
H -3.90 1.40 -0.79
H -1.50 2.67 -1.52
H -2.70 3.36 -2.14
H -0.59 -2.77 0.14
H -0.91 -2.63 -1.34
H -2.81 -1.92 -4.42
H -2.41 -2.88 -3.31
H -1.40 1.69 3.63
H -1.36 0.65 4.73
H 3.59 -4.15 -1.31
H 2.58 -3.13 -1.82
H 0.21 4.34 -1.53
H 1.70 4.22 -1.28
H 3.51 3.24 -0.80
H 4.62 4.28 -0.74
O 0.12 0.17 0.12
O 2.87 -1.65 4.18
O -1.11 2.70 1.35
O -3.29 -2.14 1.62
O 4.01 -1.15 -2.60
O 1.72 -1.55 2.31
O -4.02 0.48 -0.52
O -2.20 2.53 -2.16
O -1.10 -2.24 -0.48
O -3.19 -2.50 -3.75
O -1.89 0.94 3.98
O 2.86 -4.04 -1.94
O 0.85 4.10 -0.85
O 3.83 4.04 -1.24

***

Record 12
179
Properties=species:S:1:pos:R:3 method="wB97M-V/def2-TZVPD" orbital_gap_ev=3.04 spin_multiplicity=1 total_energy_ev=-198013.1794
C 1.20 7.41 -2.33
C 0.84 7.31 -0.84
C -0.24 8.28 -0.31
O -0.70 7.86 0.89
C -1.51 8.92 1.50
N 0.40 5.90 -0.49
H 1.14 5.22 -0.55
H 0.10 6.00 0.47
H -0.39 5.49 -0.96
H 1.95 6.65 -2.51
H 1.55 8.41 -2.59
H 0.37 7.04 -2.93
H 1.63 7.48 -0.11
H -1.10 8.59 -0.90
H 0.32 9.18 -0.06
H -0.80 9.56 2.02
H -2.24 8.42 2.14
H -2.10 9.41 0.72
C 6.02 3.21 -1.58
C 5.05 2.51 -2.54
C 5.13 3.04 -4.00
O 4.43 2.25 -5.02
C 3.08 2.53 -5.16
N 5.40 1.03 -2.44
H 4.76 0.46 -2.98
H 6.29 0.83 -2.88
H 5.37 0.60 -1.53
H 6.04 2.89 -0.53
H 5.87 4.29 -1.51
H 7.04 3.05 -1.91
H 4.06 2.71 -2.12
H 6.19 3.10 -4.24
H 4.79 4.07 -4.06
H 2.98 3.51 -5.63
H 2.47 2.53 -4.26
H 2.62 1.79 -5.82
C -3.40 0.41 -2.43
C -4.52 1.13 -1.61
C -4.13 1.21 -0.18
O -5.05 1.98 0.62
C -4.62 2.12 1.95
N -4.90 2.48 -2.22
H -5.24 2.43 -3.17
H -5.64 2.86 -1.64
H -4.15 3.16 -2.28
H -2.36 0.70 -2.29
H -3.71 0.29 -3.47
H -3.46 -0.64 -2.13
H -5.38 0.47 -1.67
H -3.14 1.62 0.01
H -3.95 0.26 0.32
H -4.46 1.16 2.45
H -5.40 2.73 2.42
H -3.70 2.70 2.02
C -6.26 -3.67 6.63
C -5.46 -4.84 6.11
C -4.26 -4.41 5.30
O -3.83 -5.50 4.41
C -2.77 -5.06 3.56
N -5.09 -5.82 7.18
H -5.86 -6.20 7.72
H -4.48 -6.55 6.85
H -4.47 -5.39 7.85
H -5.64 -3.18 7.39
H -7.20 -3.86 7.14
H -6.52 -3.06 5.77
H -6.07 -5.40 5.41
H -3.47 -3.98 5.92
H -4.60 -3.58 4.68
H -3.13 -4.17 3.05
H -2.59 -5.74 2.74
H -1.77 -5.01 3.99
C 2.05 0.74 5.26
C 3.28 0.01 4.84
C 3.03 -1.47 4.83
O 4.29 -2.18 4.63
C 3.97 -3.57 4.53
N 3.64 0.49 3.46
H 4.46 1.07 3.55
H 4.03 -0.26 2.90
H 3.03 1.16 3.00
H 1.70 0.46 6.25
H 1.20 0.46 4.64
H 2.04 1.83 5.24
H 4.10 0.27 5.51
H 2.26 -1.66 4.08
H 2.56 -1.79 5.76
H 4.76 -4.17 4.98
H 3.98 -3.91 3.49
H 3.07 -3.99 4.98
C 1.49 0.60 -1.36
C 0.39 0.53 -0.30
C 0.71 -0.54 0.72
O -0.22 -0.57 1.83
C -1.27 -1.49 1.61
N 0.27 1.89 0.35
H -0.06 2.67 -0.21
H -0.28 1.74 1.19
H 1.23 2.15 0.53
H 2.49 0.86 -1.02
H 1.30 1.34 -2.14
H 1.61 -0.37 -1.83
H -0.63 0.30 -0.62
H 1.57 -0.18 1.29
H 1.04 -1.54 0.41
H -0.94 -2.48 1.28
H -2.08 -1.10 0.99
H -1.76 -1.62 2.58
N 3.21 3.63 0.81
O 2.64 4.04 -0.23
O 3.78 4.40 1.59
O 3.21 2.43 1.02
As -0.24 3.85 3.38
F -1.37 3.02 2.31
F 0.94 2.53 2.99
F 0.98 4.54 4.55
F -1.51 5.09 3.65
F -0.89 2.79 4.73
F 0.39 4.74 1.99
C -1.47 4.09 -3.00
O -2.89 4.44 -2.97
O -1.20 3.62 -1.73
C -1.07 3.27 -4.33
F -1.21 4.07 -5.38
F 0.16 2.79 -4.33
F -1.88 2.19 -4.65
C -3.51 5.38 -3.87
C -4.83 5.96 -3.35
H -5.50 5.10 -3.43
H -4.76 6.22 -2.29
H -5.23 6.68 -4.06
H -3.75 4.83 -4.78
H -2.89 6.28 -3.95
H -0.89 5.00 -3.14
C -1.59 -3.66 -3.23
O -2.21 -4.73 -2.48
O -2.50 -3.28 -4.19
C -0.85 -2.60 -2.29
F -1.64 -2.23 -1.30
F 0.18 -3.04 -1.57
F -0.31 -1.54 -2.93
C -1.42 -5.69 -1.83
C -2.39 -6.75 -1.31
H -2.33 -7.56 -2.03
H -2.20 -7.11 -0.30
H -3.44 -6.49 -1.30
H -0.76 -5.29 -1.06
H -0.80 -6.20 -2.56
H -0.77 -4.12 -3.79
C 1.72 -6.42 2.73
O 2.17 -6.83 1.45
O 2.75 -6.72 3.67
C 0.97 -5.01 2.55
F -0.12 -5.15 1.75
F 0.52 -4.47 3.67
F 1.79 -4.09 1.99
C 1.29 -7.48 0.54
C 1.96 -7.24 -0.91
H 2.95 -7.67 -1.02
H 1.48 -7.81 -1.71
H 2.03 -6.17 -1.11
H 0.30 -7.03 0.47
H 1.29 -8.57 0.60
H 0.95 -7.16 2.94
C 3.02 -1.99 -4.55
O 3.35 -3.28 -4.13
O 4.02 -1.05 -4.14
C 2.49 -1.93 -6.04
F 2.17 -0.76 -6.51
F 3.34 -2.35 -6.97
F 1.44 -2.67 -6.20
C 2.39 -4.25 -3.72
C 3.16 -5.57 -3.59
H 2.48 -6.40 -3.42
H 3.74 -5.80 -4.49
H 3.84 -5.51 -2.74
H 1.56 -4.33 -4.43
H 1.95 -4.05 -2.74
H 2.20 -1.71 -3.88